[1]
# C20H31F4N2O2PS4Ti

C20H31F4N2O2PS4Ti as an isolated structure (wB97M-V/def2-TZVPD, OMol25).

```
65
Properties=species:S:1:pos:R:3:forces:R:3:mulliken_charge:R:1
Ti 0.454161 0.429891 -0.341641 -0.2 -0.1 0.0 0.6146
C 3.286546 1.648197 0.414245 0.0 0.0 0.0 -1.2071
N 2.107248 1.279349 1.209120 0.1 0.1 -0.1 0.8732
C 2.533413 0.433137 2.321730 -0.1 0.0 0.0 -1.3484
C 1.449867 2.488092 1.737234 0.0 -0.1 -0.1 -0.8681
C 0.890676 3.324421 0.596795 0.0 -0.1 0.0 -1.0526
N 0.343304 2.421016 -0.397659 0.0 0.2 0.0 1.2690
C -0.321333 3.063431 -1.443942 0.2 0.0 -0.1 -0.8807
C 0.296766 3.324800 -2.669560 0.0 0.0 0.0 0.3048
F 1.601995 3.072116 -2.828038 0.0 0.0 0.1 -0.4360
C -0.407497 3.838954 -3.741218 -0.1 0.1 0.1 0.3911
F 0.227608 4.038581 -4.912226 0.0 0.0 0.0 -0.3865
C -1.745562 4.164768 -3.627535 0.1 0.0 -0.1 -0.6650
C -2.350025 3.967639 -2.404728 -0.1 0.0 0.1 0.5008
F -3.653588 4.281668 -2.251861 0.0 0.0 0.0 -0.3524
C -1.656148 3.442915 -1.334135 -0.1 0.1 0.0 0.3272
F -2.299150 3.244771 -0.175329 0.0 0.0 0.0 -0.3364
H 3.983306 2.249167 1.019102 0.0 0.0 0.0 0.3093
H 2.989328 2.201482 -0.473058 0.0 0.0 0.0 0.1576
H 3.791891 0.743322 0.080792 0.0 0.0 0.0 0.4250
H 3.258652 0.964177 2.956909 0.0 0.0 0.0 0.3590
H 2.991477 -0.475439 1.934320 0.0 0.0 0.0 0.3421
H 1.668045 0.151205 2.917225 0.0 0.0 0.0 0.2875
H 2.166190 3.067379 2.340128 0.0 0.0 0.0 0.3607
H 0.640390 2.147757 2.383022 0.0 0.0 0.0 0.3712
H 1.682215 3.955109 0.162996 0.0 0.0 0.0 0.3670
H 0.125230 4.007358 0.990565 0.0 0.0 0.1 0.3802
H -2.299502 4.562868 -4.464943 0.0 0.0 0.0 0.4586
C 1.905776 0.085434 -4.779918 0.0 0.0 0.0 -1.5699
C 1.040252 0.027152 -3.548539 0.0 0.0 0.0 0.9651
S 1.969866 -0.272134 -2.070725 0.0 0.0 0.0 -0.4712
C -0.294527 0.176810 -3.530003 0.0 0.0 0.0 0.1604
C -1.158799 0.430250 -4.738862 0.0 -0.1 0.1 -1.4317
S -1.218298 0.093151 -2.021957 0.0 -0.1 0.0 -0.4859
H 2.716611 0.799803 -4.623451 0.0 0.0 0.0 0.3097
H 1.356578 0.385116 -5.670888 0.0 0.0 0.0 0.3634
H 2.368923 -0.888091 -4.965815 0.0 0.0 0.0 0.2769
H -0.608972 0.390768 -5.677705 0.0 0.0 0.0 0.3765
H -1.644290 1.407562 -4.659389 0.0 0.0 0.0 0.1628
H -1.956903 -0.315836 -4.778485 0.0 0.0 0.0 0.3246
C -1.822551 -4.564081 0.859788 0.0 0.0 0.0 -1.2708
C -2.544829 -3.295636 1.277699 0.0 0.0 0.0 0.4758
C -2.932800 -2.423816 0.100272 0.0 0.0 0.0 -1.2975
O -1.753907 -2.605695 2.283820 0.0 0.0 -0.1 -0.3647
P -0.641280 -1.475648 2.038344 -0.1 0.2 0.3 1.3915
S -1.349938 0.322365 1.640691 -0.1 0.0 0.0 -0.6991
S 0.693016 -1.990242 0.671679 0.3 -0.2 -0.1 -0.6880
O -0.050103 -1.408006 3.532228 0.0 0.0 0.0 -0.4459
C 0.338563 -2.492416 4.397378 0.0 0.0 0.0 0.5790
C -0.851858 -2.943272 5.227645 0.0 0.0 0.0 -1.3393
C 1.014130 -3.644649 3.675396 0.0 0.0 0.0 -1.1931
H -2.468743 -5.161909 0.214607 0.0 0.0 0.0 0.4788
H -1.563921 -5.159629 1.737293 0.0 0.0 0.0 0.3057
H -0.912335 -4.316832 0.314427 0.0 0.0 0.0 0.1956
H -3.447938 -3.563989 1.831708 0.0 0.0 0.0 0.2127
H -2.068801 -2.119411 -0.492460 0.0 0.0 0.0 0.0757
H -3.447415 -1.522417 0.429761 0.0 0.0 0.0 0.3309
H -3.604912 -2.992387 -0.545943 0.0 0.0 0.0 0.5126
H 1.068305 -2.024346 5.063833 0.0 0.0 0.0 0.3463
H -1.587572 -3.443132 4.599742 0.0 0.0 0.0 0.1711
H -1.327124 -2.084519 5.701631 0.0 0.0 0.0 0.3369
H -0.515241 -3.633064 6.004618 0.0 0.0 0.0 0.4478
H 0.319955 -4.145364 2.999910 0.0 0.0 0.0 0.1488
H 1.361672 -4.368456 4.415583 0.0 0.0 0.0 0.4734
H 1.863895 -3.301547 3.087753 0.0 0.0 0.0 0.2695
```
Forces are in eV/Å.

Properties
multiplicity: 2
LUMO energy (spin up / spin down): 0.0956 / 0.0956 hartree
relative energy (zero: lowest compared OMol25 entry of this formula, charge and spin): 0.0 kcal per mole
F_max: 0.3 eV Å⁻¹
orbital gap (spin up / spin down): 0.2295 / 0.2293 Ha
charge: -1

---

[2]
# C9H17BrSi

One molecule with the formula C9H17BrSi in a non-equilibrium geometry (wB97M-V/def2-TZVPD, OMol25).

```
28
Properties=species:S:1:pos:R:3:forces:R:3:mulliken_charge:R:1
C 0.782182 -3.069891 1.339962 0.8 0.5 -0.3 -1.0437
Si 1.469158 -2.331313 -0.285894 0.0 0.2 0.3 0.4474
C 2.372596 -3.780424 -1.124706 1.9 2.8 0.2 -0.9826
C -0.022009 -1.532665 -1.276002 1.4 -0.6 0.7 -0.1871
Br 0.055323 -1.917245 -3.189944 -0.2 0.0 0.1 -0.1640
C 0.024182 -0.146860 -0.949570 -0.3 0.3 -0.2 -0.3841
C 0.027566 0.990996 -0.575348 -0.5 0.8 0.4 -0.6449
C -0.052996 2.387850 -0.118992 -0.1 1.3 -0.5 1.8410
C 0.731225 2.563914 1.227300 -1.0 -2.3 -0.7 -1.5829
C 0.633682 3.285175 -1.263795 -0.7 -1.6 0.3 -1.4080
C -1.507972 2.916604 0.088826 0.0 0.0 -2.9 -1.4674
H -0.078521 -2.571907 1.786171 -0.5 -0.3 -0.6 0.3615
H 0.634324 -4.104608 0.973519 -0.4 0.3 1.0 0.2570
H 1.482722 -3.001042 2.196141 0.2 -0.5 -0.8 0.3363
H 2.419114 -1.170389 -0.002526 -0.4 -0.7 -0.3 -0.1451
H 1.941069 -4.729198 -0.935733 -0.4 -0.9 -0.2 0.3476
H 2.631067 -3.532387 -2.192907 -0.4 -0.6 1.0 0.3055
H 3.353153 -3.676451 -0.532101 -1.1 -0.6 -0.9 0.2329
H -0.907436 -1.933038 -0.824218 -0.7 -0.5 -0.3 0.4925
H 1.654446 1.974467 1.208217 -0.2 0.1 0.1 0.3506
H 0.966285 3.566136 1.336836 0.5 2.1 0.4 0.4668
H 0.085407 2.231801 2.073604 0.6 0.2 -0.6 0.3660
H 1.652128 2.964683 -1.159996 0.9 0.5 -0.4 0.4104
H 0.479159 4.340898 -1.120009 0.2 0.4 0.5 0.3707
H 0.316207 3.081095 -2.312102 -0.1 -0.3 0.9 0.3457
H -2.156265 2.557134 -0.842310 1.2 1.1 2.1 0.2917
H -1.478428 4.028290 0.204702 0.0 -0.8 -0.6 0.3427
H -1.945532 2.601325 0.992529 -0.6 -1.0 1.0 0.4435
```
Forces are in eV/Å.

Properties
SMILES: C[SiH](C)[C@H](Br)C#CC(C)(C)C
LUMO energy: 0.0277 hartree
relative energy (zero: lowest compared OMol25 entry of this formula, charge and spin): 44.2 kcal per mole
F_max: 3.4 eV Å⁻¹
orbital gap: 0.3596 Ha
charge: 0

---

[3]
# C16H27N2O

An isolated ion of composition C16H27N2O and charge +1 (wB97M-V/def2-TZVPD, OMol25).

```
46
Properties=species:S:1:pos:R:3:forces:R:3:mulliken_charge:R:1
C -0.720606 -1.435453 -2.771147 -0.5 -0.4 0.0 -0.8474
N 0.386293 -0.488400 -2.626432 0.1 0.0 0.4 0.5068
C 0.009324 0.849812 -3.090643 -0.2 0.6 -0.1 -0.8435
C 1.657272 -0.942438 -3.227941 0.6 -0.1 -0.2 -0.5795
C 2.768874 -0.451409 -2.274397 -0.1 0.0 -0.1 -0.7642
N 2.230957 -0.619427 -0.932948 0.4 -0.2 0.2 -0.2501
C 2.523389 0.427105 0.048226 0.0 0.1 0.3 -0.7565
C 1.901481 0.032603 1.359751 -0.1 0.1 -0.2 0.1782
C 2.698959 -0.295338 2.444338 -0.1 0.0 0.0 -0.7489
C 2.141113 -0.691417 3.646685 0.0 0.0 0.1 -0.8078
C 0.766448 -0.779334 3.755169 0.1 0.0 0.0 -0.8205
C -0.047005 -0.466285 2.679390 -0.2 0.0 -0.2 -0.3024
C 0.506286 -0.050342 1.475013 0.2 0.0 0.0 1.0463
O -0.209870 0.265171 0.339696 0.4 -0.1 0.1 -0.1906
C -1.557475 0.724274 0.417937 -0.5 0.2 0.0 0.3782
C -2.621454 -0.368939 0.684887 0.1 0.0 0.0 -1.2382
C -3.533215 0.187375 1.787160 -0.1 0.0 -0.1 -0.6317
C -3.318096 1.700460 1.735876 0.1 0.0 0.1 -0.6856
C -1.829606 1.846042 1.430474 0.1 0.1 -0.2 -0.7405
H -1.584553 -1.073134 -2.218273 0.0 0.1 0.0 0.2504
H -0.991924 -1.549190 -3.820733 0.1 0.0 0.0 0.3858
H -0.438343 -2.405608 -2.368665 0.1 0.0 0.0 0.3662
H 0.723248 -0.451679 -1.575314 -0.3 -0.1 -0.5 0.1028
H -0.836036 1.218605 -2.514952 0.0 -0.1 0.0 0.2549
H 0.839620 1.539289 -2.962501 0.1 0.0 0.0 0.3487
H -0.268622 0.818198 -4.144263 0.0 -0.1 0.0 0.4063
H 1.662588 -2.032349 -3.264650 -0.1 0.1 0.0 0.3820
H 1.781678 -0.556419 -4.238898 -0.1 0.0 0.0 0.3499
H 3.694401 -1.002870 -2.457068 -0.1 0.1 0.0 0.4306
H 2.972678 0.607943 -2.444379 0.0 0.0 0.0 0.3758
H 2.472609 -1.523470 -0.539883 0.0 0.0 0.0 0.2345
H 3.601573 0.579505 0.179268 -0.1 0.0 0.0 0.5025
H 2.078663 1.359353 -0.313779 0.1 0.0 0.0 0.2446
H 3.772366 -0.226999 2.346611 0.1 0.0 0.0 0.3930
H 2.773790 -0.932575 4.485447 0.1 0.0 0.1 0.4074
H 0.313959 -1.095894 4.682005 -0.1 0.0 0.1 0.4510
H -1.112475 -0.552569 2.795644 -0.1 0.0 0.0 0.1746
H -1.718484 1.129742 -0.588791 0.0 -0.1 0.2 0.0514
H -3.200586 -0.548235 -0.221896 0.0 0.0 0.0 0.4596
H -2.153255 -1.311785 0.965097 0.0 0.0 -0.1 0.3240
H -3.241799 -0.193866 2.766405 0.0 0.0 0.0 0.3291
H -4.574005 -0.084606 1.625081 0.0 -0.1 0.1 0.3926
H -3.908028 2.134769 0.927412 -0.1 0.1 0.0 0.2878
H -3.597520 2.190905 2.665326 -0.1 0.1 0.0 0.4038
H -1.577261 2.823594 1.022286 0.1 0.0 0.0 0.3817
H -1.237354 1.695284 2.332370 0.0 0.0 0.0 0.4067
```
Forces are in eV/Å.

Properties
SMILES: C[NH+](C)CCNCc1ccccc1OC1CCCC1
LUMO energy: -0.0821 hartree
relative energy (zero: lowest compared OMol25 entry of this formula, charge and spin): 7.6 kcal per mole
F_max: 0.7 eV Å⁻¹
orbital gap: 0.3378 Ha
charge: +1

---

[4]
# C16H25B3BrN3O4

A 4-piece molecular cluster, C16H25B3BrN3O4 overall in a non-equilibrium geometry (wB97M-V/def2-TZVPD, OMol25).

```
52
Properties=species:S:1:pos:R:3:forces:R:3:mulliken_charge:R:1
C -1.011241 0.007517 -0.034273 -0.2 -0.1 0.0 -1.0150
C -0.733458 -1.484140 0.217201 0.1 0.2 -0.3 0.0592
C 0.696179 -1.852213 0.652527 -0.2 -0.5 0.5 -0.7146
O 1.451293 -0.725177 1.119540 -0.1 0.1 -0.3 -0.1418
B 2.398305 -0.216852 0.308511 0.8 0.2 0.7 0.0700
O 2.519294 1.149004 0.099582 -0.7 -0.4 -0.4 -0.2361
B 2.681452 1.482283 -1.237623 0.4 0.5 0.4 0.3582
C 1.838671 2.611982 -1.888626 0.5 0.0 0.1 -0.9787
O 3.585321 0.702207 -1.975260 -0.8 -0.3 -0.2 -0.1514
B 3.554002 -0.632906 -1.645029 0.8 0.1 -0.4 0.2621
Br 3.789731 -1.889638 -3.087144 0.1 -0.1 0.2 -0.2545
O 3.301777 -1.043626 -0.377855 -0.8 -0.3 -0.3 -0.1401
H -1.324106 0.184707 -1.059941 0.0 0.0 -0.1 0.2622
H -1.827558 0.347332 0.596763 0.0 0.1 0.1 0.3286
H -0.160540 0.645204 0.178461 0.1 0.1 0.1 0.2520
H -1.452173 -1.873317 0.932337 0.0 0.0 0.2 -0.0382
H -0.930261 -2.027061 -0.705129 0.0 -0.1 0.0 0.3766
H 1.224682 -2.374397 -0.141503 0.2 0.2 -0.2 0.4055
H 0.643370 -2.555472 1.479502 0.1 0.0 0.1 0.2970
H 2.383416 3.116168 -2.682994 0.0 0.1 -0.1 0.3346
H 0.946986 2.178616 -2.342165 -0.1 -0.1 0.0 0.3492
H 1.536079 3.323469 -1.126854 -0.2 0.1 0.0 0.2871
C -4.948530 -3.869448 2.468060 0.0 0.0 0.0 -0.3523
C -5.583566 -2.598006 2.495372 0.0 0.0 0.0 -0.6200
C -4.653709 -1.686225 2.917981 0.0 0.0 0.0 -0.2541
N -3.483814 -2.357222 3.146053 0.0 0.0 0.0 0.0953
C -3.654022 -3.687128 2.874841 0.0 0.0 0.0 -0.5869
H -5.391913 -4.808503 2.183351 0.0 0.0 0.0 0.4173
H -6.605290 -2.379109 2.235412 0.0 0.0 0.0 0.3986
H -4.725220 -0.623448 3.074007 0.0 0.0 0.0 0.3684
H -2.630152 -1.939578 3.468586 0.0 0.0 0.1 0.1641
H -2.844284 -4.386130 2.993554 0.0 0.0 0.0 0.3797
C -1.716969 0.723858 3.991554 0.0 -0.1 0.0 0.0366
C -0.307900 0.776977 3.822783 0.1 0.0 0.0 -0.0888
C 0.168997 1.710347 4.702335 -0.1 0.0 0.1 -0.8528
N -0.899124 2.217901 5.393309 0.0 0.0 0.0 0.0354
C -2.053432 1.622539 4.968278 0.0 0.0 0.0 -0.8596
H -2.403227 0.103024 3.442661 -0.1 0.1 -0.1 0.2669
H 0.287163 0.203277 3.131084 0.0 0.0 0.0 0.4473
H 1.169886 2.055660 4.893691 0.0 0.0 0.0 0.4023
H -0.843553 2.923817 6.102951 0.0 0.0 0.0 0.1789
H -3.006580 1.886322 5.392388 0.0 0.0 0.0 0.4107
C 2.105078 1.109736 -6.893503 0.0 0.0 0.0 -0.6453
C 2.972654 2.224892 -7.045914 0.0 0.0 0.0 -0.4369
C 3.715498 2.321107 -5.898851 0.0 0.0 0.1 -0.5380
N 3.330943 1.311502 -5.061134 0.0 0.0 0.0 0.1885
C 2.353597 0.567586 -5.660264 0.0 0.0 0.1 -0.2763
H 1.384678 0.746879 -7.607039 0.0 0.0 0.0 0.4026
H 3.043392 2.879130 -7.898375 0.0 0.0 0.0 0.3987
H 4.481793 3.019678 -5.609950 0.0 0.0 0.0 0.3936
H 3.705787 1.137811 -4.143724 0.0 0.0 0.0 0.2029
H 1.920597 -0.280935 -5.159524 0.0 0.0 0.0 0.3513
```
Forces are in eV/Å.

Properties
SMILES: CCCOB1OB(C)OB(Br)O1.c1cc[nH]c1.c1cc[nH]c1.c1cc[nH]c1
LUMO energy: 0.0102 hartree
relative energy (zero: lowest compared OMol25 entry of this formula, charge and spin): 0.0 kcal per mole
F_max: 1.0 eV Å⁻¹
orbital gap: 0.3087 Ha
charge: 0

---

Look up the relative energy (zero: lowest compared OMol25 entry of this formula, charge and spin) of the fourth one. 0.0 kcal per mole